# 1
2 unconnected molecules or ions with the total composition C9H8ClNO2 at a distorted geometry. Source: the Open Molecules 2025 dataset; level of theory: ωB97M-V/def2-TZVPD.

Computed properties:
Spin multiplicity ... 1
E_HOMO (alpha / beta) ... -9.67 / -9.67 eV
Calculated total energy ... -1012.926702 hartree
Maximum force ... 7.1 eV Å⁻¹
Relative energy (zero: lowest compared OMol25 entry of this formula, charge and spin) ... 634.99 kJ/mol
Structure (SMILES) ... O=C(Cl)c1ccccc1.CC#[N+][O-]

Positions of all 21 atoms, in Å:
O (1.95638, 0.14761, -2.60472)
C (1.24426, 0.51109, -1.80677)
Cl (0.76963, 2.67047, -1.76779)
C (-0.24556, -0.14234, -1.35883)
C (-0.05909, -1.28295, -0.70223)
C (-0.82401, -1.77244, 0.30671)
C (-2.00574, -1.22512, 0.55831)
C (-2.35368, 0.03464, -0.06476)
C (-1.54237, 0.57644, -1.00394)
H (0.71113, -2.02039, -1.02190)
H (-0.60605, -2.79801, 0.66718)
H (-2.72721, -1.93702, 1.02143)
H (-3.24837, 0.50758, 0.03957)
H (-1.87977, 1.44171, -1.50319)
C (0.78507, 1.25563, 1.81529)
C (1.71959, 0.43965, 0.71135)
N (2.88074, 0.03608, 0.63226)
O (3.81301, -0.55981, -0.04642)
H (0.90922, 0.68998, 2.74399)
H (0.95625, 2.26875, 1.88960)
H (-0.25345, 1.15843, 1.49485)

# 2
A molecular structure, C9H8CrN2O4 at a distorted geometry. Source: the Open Molecules 2025 dataset; level of theory: ωB97M-V/def2-TZVPD.

Computed properties:
Spin multiplicity ... 5
E_HOMO (alpha / beta) ... -15.38 / -16.94 eV
Calculated total energy ... -1801.907841 hartree
Maximum force ... 9.5 eV Å⁻¹
Expectation value of S² ... 6.028
Relative energy (zero: lowest compared OMol25 entry of this formula, charge and spin) ... 76.78 kJ/mol
Charge ... +2

Positions of all 24 atoms, in Å:
Cr (-0.16885, 0.15394, -0.79062)
O (-0.25204, 3.20234, -0.47466)
C (-0.23243, 2.03539, -0.44118)
C (-0.28652, -1.75612, -0.67053)
O (-0.25719, -2.91039, -0.49980)
C (1.71894, 0.24663, -0.87557)
O (2.87185, 0.26416, -0.70593)
C (-2.04436, 0.21356, -0.62204)
O (-3.21062, 0.23064, -0.68382)
C (-0.25308, 0.95938, -2.73196)
H (-1.17125, 1.49565, -3.02188)
H (0.65724, 1.50102, -3.03932)
C (-0.24633, -0.48500, -2.78178)
H (0.67469, -1.00790, -3.08641)
H (-1.16737, -1.01227, -3.07656)
N (-0.03081, -0.01098, 3.42086)
C (0.99789, -0.90935, 3.16410)
C (1.12004, -0.98153, 1.80752)
N (0.17575, -0.12036, 1.25002)
C (-0.51366, 0.45011, 2.22731)
H (-0.38752, 0.27361, 4.32393)
H (1.54427, -1.41247, 3.94511)
H (1.80524, -1.58479, 1.22183)
H (-1.34388, 1.16473, 2.14138)

# 3
A molecular structure, C9H8I2O3 at a distorted geometry. Source: the Open Molecules 2025 dataset; level of theory: ωB97M-V/def2-TZVPD.

Computed properties:
Spin multiplicity ... 1
E_HOMO (alpha / beta) ... -8.18 / -8.18 eV
Calculated total energy ... -1168.715957 hartree
Maximum force ... 5.3 eV Å⁻¹
Relative energy (zero: lowest compared OMol25 entry of this formula, charge and spin) ... 312.57 kJ/mol

Positions of all 22 atoms, in Å:
C (-0.91348, 0.89756, 0.56783)
C (-1.30541, -0.40932, 0.45237)
C (1.21112, 1.36681, -1.42228)
C (0.81839, -0.84970, -1.39274)
C (0.48048, 1.32150, 0.98609)
C (-0.47623, -1.36540, 0.96195)
C (1.62538, 0.90480, -0.04282)
C (1.74307, -0.47450, -0.30915)
C (-2.61170, -0.86235, -0.06010)
O (1.48105, 2.45070, -1.84768)
O (0.52944, -1.90122, -1.91848)
O (0.49643, 0.36897, -1.99230)
I (3.49234, 1.74629, 0.59974)
I (2.96349, -1.93690, 0.64103)
H (-1.49537, 1.64696, 0.33045)
H (0.43275, 2.36887, 1.00599)
H (0.81336, 0.98396, 1.90926)
H (0.40477, -1.29618, 1.60322)
H (-0.60940, -2.29683, 0.43528)
H (-3.11348, -1.76559, 0.32838)
H (-2.55614, -0.81000, -1.11121)
H (-3.41085, -0.08841, 0.27515)